[1]
8
Properties=species:S:1:pos:R:3:nbo_charge:R:1 method="wB97M-V/def2-TZVPD" gap_ev="8.71 / 7.31" mol_weight_g_mol=123.1 lumo_ev="-1.41 / -1.80" e_homo_ev="-10.11 / -9.11" de_lowest_kcal_mol=33.33 charge=0
S 0.64571 0.35502 -1.35604 0.99
O -1.84650 0.47764 1.57376 -0.29
O -0.48469 -1.18652 1.09144 -0.35
O -0.67941 1.98599 -0.15508 -0.32
N -0.23989 0.81128 0.01766 -0.13
N -0.97338 -0.08448 0.97217 0.60
N 1.69896 -0.73803 -1.36003 -0.92
H 1.87920 -1.62091 -0.78389 0.42

***

[2]
31
Properties=species:S:1:pos:R:3:nbo_charge:R:1 method="wB97M-V/def2-TZVPD" gap_ev=8.67 mol_weight_g_mol=202.3 lumo_ev=-3.68 e_homo_ev=-12.35 de_lowest_kcal_mol=12.72 charge=+1
F -4.74757 2.38556 1.26264 -0.40
O 3.03038 -1.69873 -0.61040 -0.61
N 0.41873 2.22724 1.81829 -0.54
N 1.79322 -0.04393 1.02119 -0.81
N -1.16360 2.32049 0.07072 -0.34
C -2.28145 2.54601 -0.92590 -0.24
C 4.58767 -3.36153 0.10469 -0.73
C -4.87534 1.94855 -0.17701 0.03
C -3.40863 1.35051 -0.61350 -0.47
C 0.74903 1.04694 0.93254 0.38
C -0.76431 3.04620 1.33715 0.21
C 2.32058 -3.95158 -0.95969 -0.72
C 3.28947 -2.89587 -0.49854 0.63
C -0.32555 1.09889 -0.30447 -0.12
H -0.48536 0.42040 -1.24651 0.29
H -1.28769 4.00249 1.77872 0.31
H -1.90119 2.51106 -2.04672 0.25
H 1.80154 -0.48731 0.05519 0.43
H 2.78092 -4.56308 -1.73982 0.25
H 5.14906 -3.94675 -0.62802 0.25
H 4.38902 -3.95932 0.99776 0.24
H -3.44717 0.59933 -1.51407 0.24
H -5.68164 1.06927 -0.17776 0.21
H 0.90245 2.47353 2.71242 0.46
H 1.49066 -0.83883 1.64951 0.40
H -3.01884 0.72221 0.32023 0.25
H 1.42833 -3.46949 -1.37301 0.23
H 5.18724 -2.49112 0.39170 0.24
H -2.72544 3.62549 -0.74481 0.24
H 2.02094 -4.57568 -0.11397 0.24
H -5.22547 2.88907 -0.77856 0.20

***

[3]
18
Properties=species:S:1:pos:R:3:nbo_charge:R:1 method="wB97M-V/def2-TZVPD" gap_ev=9.03 mol_weight_g_mol=151.7 lumo_ev=0.61 e_homo_ev=-8.43 de_lowest_kcal_mol=40.62 smiles="CC(C)/C=N/C=S.Cl" charge=0
Cl 2.43877 2.09101 -1.68313 -0.30
S 2.91652 -1.40319 -1.74083 -0.15
N 0.48136 -0.59749 -1.18463 -0.39
C -1.01016 -0.28580 0.61836 -0.33
C -2.25217 0.51235 0.87769 -0.60
C -0.23690 0.16448 -0.55017 0.25
C 1.38556 -1.06121 -2.02911 -0.10
C -0.01762 -0.33209 1.77893 -0.60
H -3.07985 0.22577 0.17683 0.23
H -1.24283 -1.23627 0.30511 0.22
H -2.54662 0.31196 2.03342 0.22
H -0.48796 0.09804 2.62829 0.21
H 1.01200 0.19842 1.53005 0.22
H 3.40696 1.24417 -1.83304 0.29
H -0.15046 1.26201 -0.72008 0.17
H -1.86517 1.64099 0.78464 0.21
H 0.96198 -1.45389 -2.96429 0.21
H 0.28659 -1.37925 1.97195 0.23

***

[4]
17
Properties=species:S:1:pos:R:3:nbo_charge:R:1 method="wB97M-V/def2-TZVPD" gap_ev=9.09 mol_weight_g_mol=98.1 lumo_ev=0.75 e_homo_ev=-8.34 de_lowest_kcal_mol=60.63 smiles="C=C(C)/C=C/CO" charge=0
O -0.64604 -2.70001 0.92036 -0.72
C 2.13730 1.44007 0.36827 -0.63
C -0.10476 0.05229 0.31184 -0.21
C 0.26191 1.94578 -1.16052 -0.39
C -0.94573 -0.75497 -0.42438 -0.20
C 0.81348 1.08092 -0.24495 -0.03
C -1.64938 -1.98342 0.15418 -0.10
H 0.99926 2.65603 -1.59135 0.18
H -2.19364 -2.52440 -0.61714 0.18
H -0.79767 2.12351 -1.47708 0.21
H 2.55221 0.61059 1.06176 0.22
H 2.02745 2.39509 0.92766 0.22
H -0.17724 -0.26287 1.41610 0.22
H -1.38863 -0.47877 -1.42959 0.20
H -1.05990 -3.55722 1.34275 0.47
H -2.60128 -1.70797 0.84192 0.15
H 2.77266 1.66536 -0.39982 0.22

***

[5]
82
Properties=species:S:1:pos:R:3:mulliken_charge:R:1 method="wB97M-V/def2-TZVPD" gap_ev="8.58 / 8.13" mol_weight_g_mol=522.3 s_squared=6.006 lumo_ev="-4.84 / -4.84" multiplicity=5 e_homo_ev="-13.42 / -12.98" charge=+2
Fe -21.98031 3.93923 22.54278 0.12
O -20.44275 7.77787 19.66825 -0.37
O -18.50625 0.48076 23.38026 -0.57
O -20.81778 10.06604 21.82024 -0.58
O -23.16014 3.38910 24.13646 -0.05
O -20.04971 2.22531 18.79675 -0.62
O -25.74322 2.87348 23.78824 -0.49
O -20.57128 2.58231 23.30228 0.26
O -22.74979 2.39906 18.78006 -0.57
O -21.06383 5.39658 18.29887 -0.55
O -20.60450 4.50573 21.08137 0.54
O -25.04118 4.40940 20.04328 -0.52
O -21.23058 -0.04855 23.82925 -0.65
O -21.97923 2.13234 26.30458 -0.45
O -23.30671 -0.22446 22.19524 -0.52
O -24.62982 7.45157 23.17708 -0.65
O -23.51755 5.23271 21.98412 -0.02
O -18.73102 6.25167 24.99304 -0.54
O -22.73493 2.37623 21.41294 -0.23
O -21.22575 5.48131 23.83277 0.61
O -21.90664 6.87627 26.07673 -0.47
O -17.82597 3.46566 20.93457 -0.60
O -17.33325 4.28277 23.52296 -0.69
C -21.34019 9.22020 22.81413 -0.21
C -19.08989 7.87862 19.35455 -0.67
C -24.58790 -0.12823 22.76826 -0.61
C -23.28311 6.70805 26.44907 -0.49
C -20.72610 2.37344 26.91859 -0.63
H -19.68927 4.23488 21.15365 -0.03
H -20.64087 1.87245 27.88287 0.38
H -18.51430 7.33475 20.10355 0.19
H -20.66871 4.90539 20.21398 -0.07
H -26.18295 3.13821 22.98028 0.22
H -23.43466 5.76263 26.96995 0.20
H -23.85568 6.06659 22.31052 0.12
H -17.65070 4.25539 22.62035 0.39
H -22.84022 1.45610 21.65483 0.18
H -24.53434 8.17202 23.80003 0.27
H -21.84167 2.52329 18.50417 0.30
H -20.34233 5.75930 24.07467 -0.07
H -19.21524 2.41845 18.36942 0.24
H -24.10398 5.00139 21.26382 0.28
H -21.84427 8.33838 22.41867 -0.04
H -23.55331 7.55274 27.08279 0.46
H -18.88263 7.56389 18.33177 0.35
H -23.97573 6.79888 25.61234 -0.02
H -21.79187 5.87776 24.49502 -0.01
H -18.27776 5.51080 24.59068 0.38
H -16.65842 4.96161 23.51953 0.30
H -21.12889 -0.77365 24.44579 0.29
H -17.34592 2.63757 20.92678 0.25
H -22.37522 1.35686 26.70884 0.25
H -18.93003 8.95505 19.29262 0.28
H -21.81912 5.66656 17.77649 0.26
H -17.29182 4.05769 20.40503 0.28
H -19.39834 0.14546 23.46955 0.33
H -22.76507 2.37782 20.45621 0.25
H -20.58263 3.44817 27.03025 0.19
H -24.61949 0.35633 23.74412 0.20
H -24.85460 -1.16907 22.95167 0.42
H -22.08899 9.76290 23.39109 0.26
H -20.84006 7.03333 19.21062 0.29
H -24.09030 3.16413 24.11616 0.29
H -18.08039 6.95366 25.00432 0.25
H -23.19143 -1.08135 21.77803 0.28
H -19.98116 1.30544 19.05242 0.27
H -23.27029 2.70838 18.03869 0.29
H -20.54164 8.89136 23.47917 0.21
H -19.62304 2.45654 23.26686 0.15
H -19.93020 1.94024 26.31279 0.16
H -25.88667 4.74648 19.74705 0.26
H -22.83886 3.00809 24.95367 0.17
H -24.53731 4.28494 19.23901 0.21
H -22.10941 -0.16262 23.46747 0.19
H -20.41200 5.12167 17.65406 0.25
H -20.68281 9.50267 21.05475 0.33
H -21.60056 7.66154 26.53637 0.28
H -26.45481 2.72281 24.41047 0.25
H -20.91034 1.75572 23.64581 0.02
H -25.30886 0.27565 22.05749 0.22
H -18.04974 0.15821 24.15730 0.29
H -25.38277 6.95517 23.49781 0.26